[1]
{
  "formula": "C15H14N3O3",
  "method": "ωB97M-V with the def2-TZVPD basis set",
  "charge": -1,
  "e_above_lowest_ev": 0.000,
  "total_energy_ev": -26395.562,
  "multiplicity": 1,
  "homo_lumo_gap_ha": 0.2692,
  "homo_energy_ev": -4.7877,
  "species": ["C", "C", "C", "N", "C", "N", "C", "C", "C", "C", "C", "C", "H", "H", "H", "H", "H", "H", "C", "C", "O", "C", "N", "C", "C", "O", "O", "H", "H", "H", "H", "H", "H", "H", "H"],
  "xyz": [[1.25197, 0.96924, -0.17958], [0.31801, 1.72507, 0.44964], [-0.47096, 2.68740, -0.25446], [-1.09565, 3.47125, -0.85673], [0.10358, 1.62272, 1.86427], [-0.07633, 1.50745, 3.01575], [2.10240, 0.00066, 0.51942], [1.51943, -1.08476, 1.19603], [2.29349, -2.03055, 1.86235], [3.68813, -1.90881, 1.86735], [4.29492, -0.84296, 1.18432], [3.51308, 0.08354, 0.49650], [1.51517, 1.22676, -1.21025], [0.43491, -1.19661, 1.13527], [1.78907, -2.85378, 2.37076], [4.29588, -2.63892, 2.40119], [5.38219, -0.74098, 1.18659], [3.96810, 0.91451, -0.04700], [-2.11157, 1.14575, -4.01737], [-1.60968, 0.05045, -3.11184], [-1.75783, 0.50440, -1.76779], [-1.43210, -0.50296, -0.86802], [-1.58445, -0.04381, 0.39119], [-1.94566, -0.91257, 1.35281], [-2.91615, -0.29268, 2.33419], [-1.53181, -2.06544, 1.54367], [-1.00684, -1.57053, -1.29901], [-1.77530, 0.97351, -5.04108], [-3.20574, 1.14364, -4.02681], [-1.76905, 2.13166, -3.69001], [-2.20066, -0.86791, -3.24535], [-0.55042, -0.17411, -3.30362], [-3.31558, 0.63696, 1.92591], [-3.72847, -0.98900, 2.55415], [-2.38611, -0.07855, 3.26754]]
}

***

[2]
{
  "formula": "C17H32F4InNO3SSi3",
  "method": "ωB97M-V with the def2-TZVPD basis set",
  "e_above_lowest_ev": 0.000,
  "total_energy_ev": -76297.739,
  "multiplicity": 1,
  "homo_lumo_gap_ha": 0.3176,
  "homo_energy_ev": -8.2676,
  "species": ["In", "C", "Si", "C", "C", "N", "C", "C", "C", "C", "C", "C", "F", "H", "H", "H", "H", "H", "H", "H", "H", "H", "H", "H", "H", "H", "F", "C", "F", "F", "S", "O", "O", "O", "C", "Si", "C", "C", "C", "Si", "C", "C", "C", "H", "H", "H", "H", "H", "H", "H", "H", "H", "H", "H", "H", "H", "H", "H", "H", "H", "H", "H"],
  "xyz": [[-0.40964, 0.50747, -0.25053], [-1.85143, 1.68585, 3.75972], [-0.35760, 0.92613, 2.96094], [0.72351, 0.10718, 4.23788], [0.66763, 2.26481, 2.15242], [-0.80801, -0.15149, 1.66664], [-1.52925, -1.33064, 1.81482], [-2.01201, -1.82089, 3.03728], [-2.72357, -3.00854, 3.11997], [-2.99168, -3.76992, 1.99077], [-2.53168, -3.32172, 0.76059], [-1.83232, -2.14475, 0.72301], [-1.37354, -1.70985, -0.51537], [-1.55161, 2.42308, 4.51005], [-2.48132, 0.94160, 4.25228], [-2.45865, 2.19367, 3.00591], [0.94880, 0.82616, 5.03191], [1.66862, -0.20004, 3.78285], [0.27859, -0.77295, 4.70383], [0.99987, 2.97628, 2.91270], [0.11669, 2.84294, 1.40361], [1.56898, 1.84580, 1.69312], [-1.83620, -1.24594, 3.93685], [-3.07712, -3.33991, 4.08786], [-3.54730, -4.69430, 2.06227], [-2.70666, -3.86457, -0.15898], [-4.86858, 0.98090, -1.13155], [-4.01381, 1.57584, -0.30889], [-4.60396, 2.61515, 0.26703], [-3.64564, 0.70671, 0.63323], [-2.53927, 2.14079, -1.25766], [-3.01358, 3.15872, -2.12779], [-1.55669, 2.52191, -0.21190], [-2.02485, 0.88527, -1.86132], [0.78288, 2.97288, -2.84648], [1.40273, 1.21628, -2.97826], [0.31103, 0.21685, -4.11279], [3.11313, 1.29159, -3.73014], [1.48690, 0.46328, -1.25419], [2.27825, -1.22918, -1.02502], [4.09707, -1.16935, -1.44159], [1.43329, -2.50647, -2.09662], [2.15552, -1.75983, 0.76423], [1.04482, 3.53710, -3.74535], [1.23306, 3.48141, -1.98938], [-0.30103, 3.02787, -2.74068], [0.08102, 0.79572, -5.01184], [-0.64066, -0.04370, -3.64312], [0.80647, -0.70414, -4.42608], [3.10247, 1.94346, -4.60924], [3.45520, 0.30825, -4.05553], [3.84798, 1.69188, -3.02627], [2.04581, 1.17452, -0.62601], [4.27624, -1.13784, -2.51636], [4.59378, -2.06165, -1.04746], [4.57784, -0.29512, -0.99353], [1.78605, -2.45763, -3.12905], [0.34841, -2.37490, -2.11153], [1.63934, -3.51242, -1.72077], [2.62806, -1.02188, 1.42136], [2.66823, -2.71487, 0.91337], [1.11937, -1.88283, 1.09476]]
}

***

[3]
{
  "formula": "C4H10N2O2",
  "method": "ωB97M-V with the def2-TZVPD basis set",
  "e_above_lowest_ev": 6.301,
  "total_energy_ev": -11380.602,
  "multiplicity": 1,
  "homo_lumo_gap_ha": [0.2988, 0.2987],
  "homo_energy_ev": [-8.5291, -8.5280],
  "species": ["C", "C", "N", "O", "O", "H", "H", "H", "H", "H", "C", "C", "N", "H", "H", "H", "H", "H"],
  "xyz": [[-0.21148, -0.21993, -1.53148], [-0.75202, -1.15452, -0.39549], [0.30698, -2.13470, -0.13651], [0.64875, -0.75593, -2.38415], [-1.86519, -1.52236, -0.88197], [1.00478, -1.54592, -1.90082], [-0.11658, -3.01798, 0.11857], [0.96139, -1.81241, 0.57436], [0.42714, 0.61145, -0.53950], [-0.84613, 0.54366, -1.97922], [-0.42696, 2.07735, 1.00434], [0.42281, 0.86692, 0.72921], [1.41723, 0.39902, 1.33912], [1.62845, 0.84660, 2.23161], [-0.69894, -0.33305, 0.52219], [-1.33568, 2.07053, 0.40372], [-0.70349, 2.09963, 2.06047], [0.13893, 2.98164, 0.76555]]
}